Formula: C32H24IN3O4SV
Source: the Open Molecules 2025 dataset
Level of theory: ωB97M-V with the def2-TZVPD basis set

The frontier orbital gap (spin up / spin down) is 5.09 / 3.86 eV. The calculation puts the electronic energy at -3338.9962 a.u.

```
! RIJCOSX wB97M-V def2-TZVPD def2/J DEFGRID3
* xyz -2 2
V 0.38736 0.40827 0.24656
N 0.61297 3.12562 3.83795
C 0.76426 2.14363 2.86063
S 2.05074 2.32677 1.76260
N -0.03057 1.12585 2.94228
N 0.14998 0.11849 2.04653
C 0.25903 -1.07359 2.58355
C 0.33201 -2.31031 1.87757
C 0.61955 -3.49235 2.57476
C 0.75906 -4.70660 1.92845
C 0.59438 -4.77132 0.55301
C 0.26309 -3.63603 -0.16257
C 0.10966 -2.38547 0.46135
O -0.29150 -1.36306 -0.22515
H 0.96943 4.02112 3.53560
H -0.32238 3.15811 4.22391
H 0.30436 -1.11391 3.67470
H 0.74412 -3.43679 3.65081
H 0.99677 -5.60261 2.49028
H 0.71267 -5.71292 0.03002
H 0.12107 -3.68814 -1.23492
I -2.98630 -0.29326 1.09810
C -3.25059 1.38530 -0.19542
C -4.56908 1.64445 -0.50838
C -4.89560 2.72266 -1.32923
C -3.89676 3.52587 -1.80426
C -2.54062 3.27608 -1.48964
C -1.54669 4.12208 -1.99863
C -0.22167 3.88188 -1.71286
C 0.12854 2.79693 -0.91909
C -0.79215 1.90700 -0.36590
C -2.16940 2.15642 -0.65959
H -5.35210 1.01424 -0.11055
H -5.93388 2.92149 -1.56687
H -4.12592 4.37919 -2.43173
H -1.83588 4.95936 -2.62402
H 0.54669 4.52116 -2.13147
H 1.19115 2.63383 -0.74826
O 0.19983 0.15571 -2.36603
C 1.39910 -0.10595 -3.06969
C 2.58755 -0.47315 -2.02978
O 3.67620 -0.73592 -2.53111
O 2.25362 -0.45419 -0.83932
C 1.71681 1.17443 -3.81268
C 2.72027 2.03948 -3.40024
C 2.90802 3.25165 -4.04075
C 2.08537 3.62281 -5.08954
C 1.07039 2.77304 -5.49547
C 0.89089 1.55456 -4.86525
C 1.28578 -1.31351 -3.95118
C 0.32193 -2.28650 -3.69026
C 0.30797 -3.47846 -4.38714
C 1.25395 -3.72122 -5.36962
C 2.20640 -2.75288 -5.65117
C 2.22621 -1.56157 -4.95074
H 0.13460 -0.51986 -1.65482
H 3.36483 1.76093 -2.58057
H 3.70115 3.91053 -3.71606
H 2.23392 4.57171 -5.59138
H 0.41657 3.05964 -6.30901
H 0.10051 0.88887 -5.18156
H -0.41763 -2.10387 -2.92377
H -0.43904 -4.22769 -4.15402
H 1.26216 -4.66556 -5.89737
H 2.94503 -2.93454 -6.42130
H 2.98582 -0.82228 -5.15247
*
```